{
  "formula": "C84H186N10O14",
  "method": "ωB97M-V with the def2-TZVPD basis set",
  "molar_mass_g_mol": 1560.47,
  "total_energy_ha": -4912.15516,
  "homo_energy_ev": -7.758,
  "homo_lumo_gap_ev": 8.094,
  "elements": ["C", "C", "C", "O", "H", "H", "H", "H", "H", "H", "H", "H", "C", "O", "C", "C", "N", "C", "C", "O", "C", "H", "H", "H", "H", "H", "H", "H", "H", "H", "H", "H", "H", "H", "H", "H", "C", "O", "C", "C", "N", "C", "C", "O", "C", "H", "H", "H", "H", "H", "H", "H", "H", "H", "H", "H", "H", "H", "H", "H", "C", "O", "C", "C", "N", "C", "C", "O", "C", "H", "H", "H", "H", "H", "H", "H", "H", "H", "H", "H", "H", "H", "H", "H", "C", "C", "C", "C", "C", "C", "N", "O", "C", "C", "C", "H", "H", "H", "H", "H", "H", "H", "H", "H", "H", "H", "H", "H", "H", "H", "H", "H", "H", "H", "C", "C", "C", "C", "C", "C", "N", "O", "C", "C", "C", "H", "H", "H", "H", "H", "H", "H", "H", "H", "H", "H", "H", "H", "H", "H", "H", "H", "H", "H", "C", "C", "C", "C", "C", "C", "N", "O", "C", "C", "C", "H", "H", "H", "H", "H", "H", "H", "H", "H", "H", "H", "H", "H", "H", "H", "H", "H", "H", "H", "C", "C", "C", "C", "C", "C", "N", "O", "C", "C", "C", "H", "H", "H", "H", "H", "H", "H", "H", "H", "H", "H", "H", "H", "H", "H", "H", "H", "H", "H", "C", "C", "C", "C", "C", "C", "N", "O", "C", "C", "C", "H", "H", "H", "H", "H", "H", "H", "H", "H", "H", "H", "H", "H", "H", "H", "H", "H", "H", "H", "C", "C", "C", "C", "C", "C", "N", "O", "C", "C", "C", "H", "H", "H", "H", "H", "H", "H", "H", "H", "H", "H", "H", "H", "H", "H", "H", "H", "H", "H", "C", "C", "C", "C", "C", "C", "N", "O", "C", "C", "C", "H", "H", "H", "H", "H", "H", "H", "H", "H", "H", "H", "H", "H", "H", "H", "H", "H", "H", "H"],
  "xyz": [[-0.64281, -4.94723, -3.30827], [-0.69174, -6.18060, -2.42295], [-2.00453, -6.91272, -2.38849], [0.32938, -7.03602, -2.78920], [-0.94152, -4.10429, -2.68511], [-1.26388, -5.03257, -4.19994], [0.38414, -4.66572, -3.54112], [-0.33404, -5.76696, -1.48005], [-2.14379, -7.47270, -3.31322], [-2.74217, -6.12071, -2.25930], [-2.33598, -7.61670, -1.62516], [0.87598, -7.04566, -2.00007], [2.17341, 8.04664, 1.47582], [2.57248, 6.88873, 2.24384], [1.95944, 6.53180, 3.53651], [2.64480, 5.12353, 3.98499], [2.10933, 4.00743, 3.17031], [2.51782, 2.68845, 3.45313], [2.01307, 2.11286, 4.83200], [3.18833, 1.95985, 5.68297], [4.01869, 0.88181, 5.35773], [1.11875, 7.94948, 1.21820], [2.71621, 8.15912, 0.53730], [2.20768, 9.00192, 1.99961], [0.98841, 6.36937, 3.06873], [1.82820, 7.32880, 4.26840], [2.47697, 5.02120, 5.05712], [3.69857, 5.21331, 3.72115], [2.30671, 4.23920, 2.20728], [3.60042, 2.81449, 3.46670], [2.07443, 2.04206, 2.69571], [1.46486, 1.18740, 4.65565], [1.22658, 2.70933, 5.29435], [3.73019, -0.12969, 5.64364], [4.99939, 1.21664, 5.69570], [4.01475, 0.77024, 4.27346], [-6.64893, 3.49133, 4.13136], [-5.38659, 3.28403, 4.88485], [-4.23928, 3.97974, 4.31499], [-2.95625, 3.18623, 4.71673], [-2.67688, 3.20377, 6.16321], [-1.61149, 2.46539, 6.74359], [-1.89875, 2.41280, 8.25609], [-3.13691, 1.73655, 8.53242], [-3.49391, 1.58855, 9.88144], [-6.73065, 4.45451, 3.62767], [-7.51621, 3.31313, 4.76711], [-6.91683, 2.84255, 3.29744], [-4.05914, 4.90440, 4.86330], [-4.42611, 4.19412, 3.26273], [-2.06775, 3.56716, 4.21319], [-3.10337, 2.19788, 4.28127], [-3.51036, 2.76901, 6.53254], [-0.73520, 3.05326, 6.47043], [-1.38395, 1.45641, 6.39966], [-2.03881, 3.35349, 8.78862], [-1.10111, 1.89271, 8.78653], [-3.85899, 2.52236, 10.30901], [-2.60807, 1.29032, 10.44221], [-4.28585, 0.85160, 10.01494], [2.56540, 0.73235, -1.84879], [1.39557, 0.77758, -0.99852], [0.44520, 1.75037, -1.50742], [-0.92523, 1.58947, -0.76463], [-1.75447, 0.50508, -1.31838], [-1.13611, -0.89072, -1.05599], [-0.71181, -1.21527, 0.43781], [-1.73861, -1.05676, 1.42022], [-1.15825, -0.65435, 2.70011], [2.89660, 1.73441, -2.12133], [2.42729, -0.05993, -2.58454], [3.41423, 0.37167, -1.26784], [0.31021, 1.49988, -2.55963], [0.92070, 2.73029, -1.46549], [-1.51900, 2.50227, -0.81288], [-0.74553, 1.42554, 0.29788], [-2.67003, 0.59601, -0.90174], [-0.19134, -1.00166, -1.58815], [-1.76538, -1.70958, -1.40470], [0.18666, -0.62523, 0.61864], [-0.43565, -2.26330, 0.55381], [-0.14135, -1.02398, 2.83207], [-1.73907, -0.88412, 3.59339], [-0.97358, 0.41165, 2.83289], [8.22768, 2.51275, -0.09473], [8.50614, 4.00505, -0.06048], [9.25913, 4.43301, -1.29062], [8.38323, 4.59599, -2.47865], [7.17839, 5.58439, -2.22122], [6.36733, 5.15945, -0.94813], [7.27631, 4.78476, 0.20735], [6.59149, 4.29368, 1.30951], [5.43908, 6.41412, -0.58839], [5.42449, 3.92712, -1.30607], [9.38166, 4.37323, 1.19062], [7.65003, 2.00643, 0.67861], [9.14619, 1.93045, -0.16791], [7.65413, 2.36341, -1.00952], [9.85745, 5.33921, -1.19613], [9.89236, 3.56088, -1.45340], [8.05939, 3.62188, -2.84516], [8.93317, 5.02259, -3.31751], [6.61047, 5.51799, -3.14921], [7.49535, 6.62723, -2.23209], [5.95466, 7.36868, -0.48301], [4.66907, 6.48822, -1.35630], [4.85002, 6.10643, 0.27557], [4.54621, 4.39939, -1.74618], [5.82121, 3.20002, -2.01461], [5.05563, 3.28750, -0.50425], [9.56366, 5.44787, 1.17903], [10.29968, 3.78568, 1.20167], [8.97228, 3.94414, 2.10516], [6.59096, 5.00914, 1.94959], [0.44168, 0.07221, -6.22374], [-1.01973, -0.54624, -6.11231], [-2.12112, 0.39573, -6.73278], [-2.17170, 0.35689, -8.23086], [-2.23887, -1.04993, -8.80983], [-1.12734, -1.98727, -8.29659], [-1.05763, -1.93378, -6.81570], [-0.30033, -2.87636, -6.16044], [-1.49686, -3.40957, -8.69465], [0.25117, -1.70757, -8.98578], [-1.42952, -0.77308, -4.60687], [0.52414, 1.02279, -5.69676], [0.76032, 0.12102, -7.26498], [1.13118, -0.49368, -5.59729], [-3.10055, 0.06005, -6.39197], [-1.88593, 1.43449, -6.50093], [-1.22653, 0.71169, -8.64180], [-2.83009, 1.15826, -8.56618], [-2.47884, -1.17835, -9.86531], [-3.19572, -1.32002, -8.36308], [-2.32614, -3.74041, -8.06940], [-1.77715, -3.56998, -9.73571], [-0.79047, -4.13244, -8.28652], [0.28701, -0.69332, -9.38343], [1.12463, -1.77157, -8.33689], [0.53288, -2.38170, -9.79465], [-0.53159, -0.66832, -3.99789], [-2.01435, -1.61901, -4.24566], [-1.93138, 0.13828, -4.28181], [0.54501, -2.42171, -6.14328], [-7.19546, -1.89702, 5.76325], [-5.95232, -1.80896, 6.59649], [-6.42272, -2.36871, 8.01722], [-5.25331, -2.63340, 8.93021], [-4.31332, -3.49142, 8.30602], [-3.79205, -2.98229, 6.87150], [-4.93052, -2.69924, 5.99241], [-4.49349, -2.29351, 4.80488], [-2.77424, -1.83719, 7.11461], [-2.99122, -4.11097, 6.24361], [-5.43713, -0.37875, 6.70681], [-6.87810, -1.57961, 4.76996], [-8.00043, -1.22591, 6.06281], [-7.59436, -2.90843, 5.68574], [-7.16451, -1.67933, 8.42046], [-7.15049, -3.16965, 7.88708], [-5.47856, -3.00626, 9.92938], [-4.85752, -1.67310, 9.26077], [-4.80485, -4.46125, 8.22893], [-3.56153, -3.67822, 9.07284], [-1.73610, -2.16284, 7.04885], [-2.71620, -0.98515, 6.43730], [-2.85402, -1.52763, 8.15668], [-2.51915, -3.88743, 5.28691], [-2.21643, -4.58013, 6.84999], [-3.66292, -4.94148, 6.02644], [-5.03144, 0.09435, 5.81256], [-4.81539, -0.17048, 7.57754], [-6.34227, 0.21534, 6.83278], [-4.81320, -2.99711, 4.23537], [-5.95333, 8.33734, 0.63516], [-5.08039, 6.94612, 0.36776], [-5.84019, 5.76953, 1.03173], [-5.33568, 4.35428, 0.62514], [-5.48024, 4.26065, -0.78649], [-4.72121, 5.28296, -1.61350], [-4.96877, 6.60926, -1.02666], [-4.39141, 7.72556, -1.63652], [-3.24596, 4.77277, -1.72309], [-5.40939, 5.33585, -3.03342], [-3.65667, 6.96225, 1.07128], [-7.03010, 8.24828, 0.49117], [-5.53605, 9.08864, -0.03531], [-5.86513, 8.62607, 1.68252], [-5.80622, 5.79944, 2.12079], [-6.86235, 5.79272, 0.65391], [-5.77995, 3.58678, 1.25891], [-4.31001, 4.09414, 0.88673], [-6.54317, 4.38476, -0.99358], [-5.23101, 3.22517, -1.01839], [-3.25773, 3.76968, -2.14944], [-2.67217, 5.39511, -2.40980], [-2.77778, 4.76620, -0.73878], [-4.81017, 5.80389, -3.81443], [-5.80129, 4.36758, -3.34480], [-6.34904, 5.88235, -2.95285], [-3.05853, 6.18413, 0.59710], [-3.69750, 6.62236, 2.10613], [-3.27507, 7.98053, 1.14601], [-5.09488, 7.82010, -2.28289], [7.72155, -4.87077, -7.65092], [7.44668, -3.38833, -7.43073], [6.90384, -2.81493, -8.74976], [6.06342, -1.56959, -8.47863], [4.93095, -1.94633, -7.64137], [5.32116, -2.31301, -6.18919], [6.56542, -3.19397, -6.22292], [6.95879, -3.59304, -4.99943], [5.60444, -1.03195, -5.38214], [4.20893, -3.17445, -5.36765], [8.80580, -2.56291, -7.12539], [8.36293, -5.10781, -8.49977], [6.73260, -5.26073, -7.89181], [8.29976, -5.38706, -6.88462], [7.67939, -2.42074, -9.40645], [6.43548, -3.63647, -9.29180], [5.71587, -1.34529, -9.48710], [6.67018, -0.74242, -8.11021], [4.50736, -2.87663, -8.01981], [4.08742, -1.25615, -7.62692], [4.83615, -0.25960, -5.41840], [5.64803, -1.23086, -4.31133], [6.52037, -0.45594, -5.51401], [4.48323, -3.69878, -4.45226], [3.28426, -2.60585, -5.26868], [3.95740, -4.00154, -6.03153], [9.66717, -3.02308, -7.60953], [9.07181, -2.66900, -6.07368], [8.61823, -1.54912, -7.47915], [6.74119, -4.52748, -5.03215], [-5.79556, -6.24336, 1.46670], [-5.14119, -5.02628, 2.19001], [-3.69956, -4.77545, 1.49869], [-3.68836, -4.02793, 0.10683], [-4.49167, -2.74587, 0.24355], [-5.94603, -2.98991, 0.73619], [-5.89830, -3.76162, 2.05484], [-7.12184, -3.74947, 2.68883], [-6.51131, -1.57149, 0.93664], [-6.87226, -3.61795, -0.28270], [-4.90872, -5.49426, 3.63921], [-5.64372, -6.27065, 0.38767], [-6.88325, -6.22903, 1.53613], [-5.45665, -7.20648, 1.84832], [-2.95635, -4.39894, 2.20152], [-3.25975, -5.76020, 1.34082], [-4.13851, -4.55294, -0.73569], [-2.68219, -3.78863, -0.23733], [-4.35797, -2.08089, -0.60969], [-3.90156, -2.11425, 0.90757], [-5.82201, -0.84854, 0.50039], [-7.43422, -1.35759, 0.39759], [-6.65124, -1.41353, 2.00602], [-6.53618, -4.61807, -0.55641], [-7.90460, -3.61016, 0.06704], [-6.66335, -3.17217, -1.25519], [-3.98588, -6.05580, 3.78456], [-5.56477, -6.32865, 3.88717], [-5.08745, -4.80108, 4.46120], [-7.06605, -2.95943, 3.23133], [2.24355, -3.28855, -1.19151], [3.43186, -4.20392, -0.76785], [4.70272, -3.42564, -1.15743], [4.89390, -2.18937, -0.22262], [5.02411, -2.64754, 1.19746], [3.81014, -3.37031, 1.75201], [3.42067, -4.43303, 0.73799], [2.49660, -5.44563, 1.17744], [4.37320, -4.14791, 3.00824], [2.69220, -2.36964, 2.17732], [3.23144, -5.41886, -1.68907], [2.25693, -2.92520, -2.21908], [2.17881, -2.31557, -0.70446], [1.25096, -3.70767, -1.02659], [5.58358, -4.05950, -1.05540], [4.75374, -3.16354, -2.21422], [4.08500, -1.49627, -0.45368], [5.72802, -1.66311, -0.68674], [5.25161, -1.71436, 1.71276], [5.89793, -3.26758, 1.39766], [5.01152, -3.43341, 3.52799], [3.63538, -4.34409, 3.78620], [5.09324, -4.93583, 2.78728], [2.88427, -2.18853, 3.23487], [2.72738, -1.41063, 1.66044], [1.67171, -2.71535, 2.01241], [3.75166, -5.24485, -2.63098], [2.24457, -5.51840, -2.14105], [3.62271, -6.38249, -1.36282], [2.95897, -6.25167, 1.41851]],
  "forces_ev_per_a": [[-0.54, 0.45, 0.18], [0.46, 0.84, 0.74], [-1.30, 0.75, -0.03], [1.64, -1.59, -0.26], [-0.68, 0.23, -0.24], [0.17, 0.21, -0.09], [0.06, -0.50, -0.33], [-0.89, -0.09, 0.79], [-0.07, 0.42, -0.31], [-0.51, 0.00, -0.57], [1.17, -0.07, 0.56], [0.45, -0.60, -0.39], [-1.17, -0.60, 1.10], [2.01, 0.91, -0.04], [-0.44, -1.50, -2.72], [-1.09, 1.50, -1.42], [-2.26, 2.67, 0.15], [-0.26, -0.25, 1.29], [1.50, 0.11, -0.73], [-2.22, 0.21, 0.53], [0.16, 0.42, -1.36], [-0.31, -0.18, -0.21], [0.40, -0.56, 0.31], [0.49, -0.03, 0.44], [-0.87, -0.72, 1.35], [0.85, 0.05, 0.11], [0.11, -0.40, -0.11], [0.42, 0.31, 0.60], [-0.07, -0.01, -0.09], [0.55, -1.61, 0.04], [0.69, 0.02, -0.39], [0.49, -0.62, 0.04], [0.64, 0.63, 0.28], [-0.25, 0.12, 1.05], [0.10, -0.70, 0.04], [0.55, 0.17, -0.39], [0.45, -0.04, 0.39], [-1.27, 0.42, -1.74], [0.38, -0.38, 1.94], [0.34, -0.32, -1.04], [-3.00, -0.08, -1.10], [0.58, 0.70, 0.59], [-0.26, -0.29, 1.15], [-0.28, -0.73, -1.44], [0.70, 0.44, 0.09], [0.27, 0.51, 0.69], [0.40, 0.45, 0.62], [1.17, -0.94, -0.15], [-0.67, 0.56, -0.11], [0.56, -0.34, -0.08], [-0.06, 0.44, -0.26], [0.10, -0.63, 0.27], [-0.50, 0.26, 0.50], [0.61, -0.12, 0.76], [-0.50, -0.46, -0.29], [0.54, 0.71, -0.66], [0.29, -0.23, -0.07], [-0.01, 0.30, 0.03], [0.01, -0.22, 0.34], [0.12, -0.12, -0.40], [-0.21, -0.54, 1.65], [0.44, 0.69, -0.36], [-0.35, -1.32, 0.29], [0.72, -0.18, -0.34], [1.60, -1.62, 0.08], [-0.56, 0.74, 1.55], [-0.43, 0.03, -0.76], [0.59, 1.32, 1.34], [0.36, 0.26, -0.30], [-0.40, -0.04, -0.83], [-0.10, 0.63, -0.80], [-0.15, -0.12, 0.48], [-0.36, 0.16, -0.28], [-0.33, 0.29, 0.33], [0.18, 0.14, -0.30], [0.36, 0.07, 0.24], [-0.07, -0.46, 0.16], [-0.10, 0.35, -0.25], [-0.50, 0.42, -0.19], [-0.12, 0.24, 0.43], [0.39, -0.25, -0.67], [-0.05, -0.77, -0.11], [-0.50, -0.72, -0.52], [-0.41, 0.60, -0.81], [-0.20, -0.79, -0.97], [-0.19, 0.64, 3.51], [0.08, -0.44, -0.24], [-1.08, 1.17, -0.90], [0.93, -1.92, 0.14], [-0.69, -0.32, 0.06], [0.46, 2.28, -2.43], [-0.71, -0.62, -0.03], [0.12, -2.15, 0.03], [-0.22, 0.91, -0.26], [0.17, -1.45, -0.58], [-0.07, 0.81, 0.41], [0.18, 0.11, -0.17], [0.07, -0.46, -0.17], [0.04, -0.07, 0.57], [0.64, 0.36, -0.21], [-0.47, 0.01, 0.10], [0.26, -0.04, -0.03], [-0.76, -0.13, 0.31], [0.32, -0.03, 0.65], [0.12, -0.28, 0.22], [0.25, 0.20, -0.37], [0.19, 0.49, 0.49], [-0.19, -0.35, -0.29], [0.38, 0.38, -0.29], [0.27, 0.54, 0.60], [0.02, -0.18, 0.41], [0.59, 0.36, -0.65], [-0.71, 0.76, 0.11], [0.10, 0.18, 0.02], [-1.28, -0.42, 0.75], [-0.31, -1.50, -0.14], [1.05, -1.25, -0.40], [2.33, 0.65, -1.63], [-1.95, 0.17, 1.55], [1.26, -0.71, -0.50], [-3.12, 2.92, -0.05], [0.65, 0.27, -0.35], [-0.79, -0.91, 1.56], [0.26, 0.69, -0.12], [1.18, 1.62, -0.10], [-0.42, 0.44, -0.43], [0.11, 0.23, 0.29], [0.22, -0.65, -0.36], [0.02, 0.24, 0.51], [-0.26, -0.09, 0.72], [0.54, 0.61, 0.29], [-0.73, -0.66, -0.38], [0.80, 0.39, -0.21], [-0.12, -1.25, 0.18], [-0.73, 0.39, -0.18], [0.44, 0.16, 0.01], [0.74, 0.12, -0.78], [0.01, 0.11, -0.15], [-0.20, -0.13, 0.51], [-0.57, -0.10, -0.17], [0.24, -0.65, 0.17], [0.13, -0.18, -0.80], [-0.45, 0.00, -0.07], [1.01, -0.55, 0.32], [-0.08, 0.34, -1.41], [0.09, -0.62, 1.22], [-0.32, 0.77, -0.73], [-2.35, 2.45, 1.77], [1.84, -1.62, -1.87], [1.34, -0.65, 1.32], [-1.29, -1.79, 4.51], [0.62, 1.33, -2.61], [0.62, 0.31, 0.53], [-0.34, -1.48, -0.57], [-1.35, 0.96, 0.35], [-0.33, 0.11, -0.41], [0.14, 0.04, 0.25], [0.15, -0.08, 0.13], [0.49, 0.90, 0.18], [0.79, -0.97, -0.34], [-0.76, -0.53, -0.07], [0.49, 0.42, -0.54], [0.03, -0.27, -0.65], [1.00, 0.06, -0.69], [0.00, -0.73, 0.01], [-0.92, 0.07, 0.02], [-0.16, 0.67, -0.13], [-0.06, 0.49, 0.01], [0.05, 0.56, 0.49], [-0.19, -0.07, 0.00], [0.47, -0.63, -0.15], [0.17, -0.17, -0.24], [-0.14, 0.31, 0.40], [0.22, 0.11, -0.94], [1.53, -1.82, -0.45], [-0.44, -0.73, 2.37], [0.40, -0.84, 0.05], [1.07, 1.45, 3.20], [-1.58, -1.35, -2.06], [0.34, -0.06, -0.99], [-1.07, 0.07, 1.34], [0.29, -0.51, -1.50], [-0.65, 0.81, -0.28], [-0.15, -0.13, 0.66], [-1.22, 0.31, 0.15], [0.08, -0.45, -0.49], [-0.14, 0.14, 0.30], [0.47, 0.03, -0.02], [-0.24, 0.66, -0.02], [-0.29, 0.10, 0.35], [-1.01, -0.07, -0.51], [0.69, 0.86, 0.17], [-0.24, -0.08, -0.35], [0.17, 0.07, -0.99], [-0.02, -0.08, 0.11], [0.11, 0.15, 0.18], [0.12, -0.14, -0.16], [0.14, -0.19, 0.05], [0.71, -0.35, -0.14], [0.08, 0.45, 0.25], [0.44, 0.77, -0.25], [-0.47, 0.06, 0.21], [0.60, -0.23, -0.61], [0.34, 1.06, -0.62], [0.12, -0.08, -0.26], [2.93, 1.16, 1.53], [0.28, 0.57, 1.13], [0.39, -0.67, -1.90], [-1.85, -1.47, 2.08], [1.19, -0.76, 1.67], [-2.96, 1.80, -4.12], [1.23, -0.73, 0.88], [-0.02, 0.65, 1.27], [0.35, 0.38, -2.37], [-0.98, -1.56, -0.14], [-0.10, 0.65, -0.52], [0.12, -0.81, 0.43], [-0.71, 0.04, 0.69], [0.67, -0.65, 0.23], [-0.73, 0.40, -0.11], [-0.26, 0.76, 0.05], [-0.03, -0.04, 0.08], [-0.13, -0.11, -0.44], [0.14, 0.34, 0.15], [-0.53, -0.21, -0.50], [0.02, -0.50, 0.15], [0.34, -0.47, -0.83], [0.43, 0.85, 0.16], [0.05, 0.17, 0.37], [-0.15, -0.11, -0.27], [-0.08, 0.19, -0.63], [-0.39, 0.54, 0.16], [0.47, 0.07, 0.44], [0.09, -0.40, 0.69], [-0.44, 0.20, -0.59], [1.09, -0.28, -1.60], [-0.53, -0.71, -0.80], [-0.71, 0.20, 0.78], [0.92, -0.30, 0.70], [0.37, 0.41, 0.15], [2.40, 1.26, -0.69], [-1.13, -0.57, 0.15], [0.11, 0.22, 0.52], [1.28, -1.27, -0.85], [-0.80, -0.66, 0.42], [0.43, 0.20, -0.05], [-0.11, 0.11, 0.50], [0.17, 0.12, 0.16], [-0.38, 0.97, 0.10], [-0.33, -0.44, -0.16], [-0.03, -0.83, 0.27], [0.25, -0.11, 0.33], [-0.96, -0.43, -0.82], [-0.51, -0.07, 1.06], [0.18, 0.13, 0.49], [-0.28, -0.46, 0.28], [0.03, 0.59, -0.12], [-0.37, -0.47, 0.57], [0.09, 0.02, -0.37], [-0.77, 0.87, 0.02], [0.65, 0.75, -0.29], [-0.78, 0.21, -0.16], [0.31, 0.29, -0.27], [-0.24, -0.04, 0.36], [-0.68, 1.12, 0.32], [-1.73, 1.32, -0.11], [0.44, -0.01, 1.19], [-0.01, -1.27, -2.78], [0.51, 1.19, -0.13], [-0.54, -1.79, -0.01], [1.36, -0.88, -0.95], [-0.61, 1.75, -0.38], [-0.15, 1.62, 0.18], [0.39, -0.34, -0.06], [0.66, -0.50, -0.45], [0.33, -0.69, -0.53], [0.36, -0.03, 0.73], [0.09, -0.49, 0.06], [0.10, -0.29, 0.36], [-0.68, 0.20, -0.04], [-0.36, -0.06, 0.73], [0.62, 0.07, 0.78], [-0.40, -0.10, 0.91], [0.12, -0.14, -0.62], [0.11, 0.43, 0.04], [-0.22, -0.76, -0.42], [-0.66, -0.41, -0.30], [-0.42, 0.24, 0.10], [0.36, 0.03, -0.17], [0.13, -0.47, 0.25], [0.64, 0.33, 0.06], [-0.39, -0.15, 0.93], [-0.17, 0.03, 0.39], [0.79, 0.19, -0.11]]
}